An isolated ion of composition C5H9N2 and charge +1 at a distorted geometry. Source: OMol25; level of theory: ωB97M-V with the def2-TZVPD basis set.

SMILES = C[C@@]1([NH3+])C=CC=N1
E_HOMO = -14.36 eV
HOMO-LUMO gap = 10.2 eV

```
! RIJCOSX wB97M-V def2-TZVPD def2/J DEFGRID3
* xyz 1 1
H -1.292 1.642 -0.785
C 0.648 -0.693 -1.379
C 0.890 0.026 1.176
H -2.191 -2.220 -0.411
H 1.095 -1.070 1.200
H 1.787 0.615 1.028
N -1.259 -0.758 0.359
H -0.061 -2.527 -2.226
H 0.036 2.311 -0.072
H -1.269 1.545 0.862
N -0.714 1.514 -0.024
H 1.471 -0.254 -1.875
C -1.234 -1.775 -0.434
C -0.171 0.143 0.116
H 0.518 0.098 2.247
C -0.139 -1.758 -1.478
*
```


A single C9H12BNO2 molecule at a distorted geometry. Source: OMol25; level of theory: ωB97M-V with the def2-TZVPD basis set.

SMILES = CB(O)N1CCc2cccc(O)c21
E_HOMO = -7.88 eV
HOMO-LUMO gap = 8.2 eV

```
! RIJCOSX wB97M-V def2-TZVPD def2/J DEFGRID3
* xyz 0 1
H 4.162 -0.950 0.632
N 0.682 0.006 -0.294
H 0.113 2.216 1.333
H 0.783 1.585 -1.658
C 0.861 1.435 -0.546
C -0.710 -0.139 -0.169
C -2.687 1.065 0.381
H -3.022 2.129 0.581
C -0.268 2.107 0.325
H -4.447 -0.090 0.449
H 3.538 -0.318 -1.024
H 3.297 0.618 0.452
C -2.740 -1.303 -0.142
C -1.415 -1.323 -0.379
H 0.256 -2.264 -0.600
B 1.766 -0.906 0.130
C -1.344 1.030 0.251
O -0.675 -2.393 -0.898
O 1.566 -2.117 0.578
H -3.316 -2.220 -0.379
C 3.288 -0.341 0.067
C -3.338 -0.100 0.281
H 1.870 1.856 -0.208
H 2.421 -2.619 0.853
H -0.640 3.034 -0.016
*
```


A 2-piece molecular cluster, C9H14 overall at a distorted geometry. Source: OMol25; level of theory: ωB97M-V with the def2-TZVPD basis set.

E_HOMO (alpha / beta) = 0.85 / -3.34 eV
HOMO-LUMO gap (alpha / beta) = 3.3 / 7.3 eV
Expectation value of S² = 0.7598

```
! RIJCOSX wB97M-V def2-TZVPD def2/J DEFGRID3
* xyz -1 2
C 2.360 1.261 -0.846
H 1.913 2.151 -0.360
H 1.080 -2.228 2.022
C 0.967 -1.721 1.066
H -1.554 1.040 2.030
H 3.387 1.229 -0.467
H 0.519 -0.035 -2.398
H -1.718 -0.386 1.040
H -2.968 2.298 0.011
C 1.581 0.015 -0.538
C 1.715 -0.556 0.782
H -0.799 -2.098 -1.796
H -3.140 0.375 1.639
H 2.372 -0.101 1.517
H -1.241 1.812 -0.225
H 2.364 1.484 -1.910
C -2.254 1.470 -0.003
C -0.138 -1.607 -1.090
C -2.152 0.593 1.237
H -0.534 -3.116 0.419
C 0.080 -2.258 0.171
C 0.667 -0.489 -1.421
H -2.508 0.868 -0.881
*
```


Calculated energy relative to the best compared isomer or geometry (same formula, charge and spin) (eV), listed in the same order as above: 3.9326; 0.0000; 0.0264